Density functional theory data (ωB97M-V/def2-TZVPD) for C34H33MoN2PS3 as an isolated structure at a distorted geometry.

Geometry as XYZ:
```
74
C34H33MoN2PS3, DFT ωB97M-V/def2-TZVPD
Mo -0.278 0.106 0.082
C -1.422 -1.776 -0.776
C -0.151 -2.218 -0.332
C -0.088 -1.992 1.090
C -1.337 -1.457 1.512
C -2.164 -1.331 0.371
C -3.645 -1.124 0.428
C -1.824 -1.293 2.920
C 0.948 -2.568 2.014
C 0.792 -3.068 -1.135
C -1.963 -1.894 -2.168
H -4.080 -1.117 -0.566
H -3.897 -0.186 0.917
H -4.096 -1.942 0.996
H -1.003 -1.321 3.632
H -2.518 -2.102 3.155
H -2.352 -0.348 3.047
H 1.162 -1.906 2.854
H 1.881 -2.770 1.490
H 0.567 -3.507 2.421
H 1.656 -2.517 -1.508
H 0.267 -3.478 -1.996
H 1.161 -3.898 -0.531
H -2.707 -1.118 -2.350
H -2.442 -2.863 -2.329
H -1.167 -1.768 -2.901
C 4.000 -0.472 0.764
C 4.249 0.125 2.002
C 3.212 0.783 2.625
C 1.941 0.813 2.039
N 1.699 0.179 0.865
C 2.728 -0.414 0.248
C 0.792 1.518 2.542
C 0.810 2.306 3.698
C -0.317 3.000 4.074
C -1.480 2.878 3.318
C -1.495 2.084 2.190
C -0.364 1.402 1.735
H 4.786 -0.972 0.222
H 5.233 0.090 2.444
H 3.374 1.274 3.571
H 2.519 -0.847 -0.721
H 1.713 2.386 4.286
H -0.300 3.637 4.946
H -2.370 3.417 3.610
H -2.409 2.017 1.612
S 2.742 1.511 -3.110
C 1.544 1.212 -2.134
N 0.702 0.926 -1.346
S -0.720 2.069 -3.952
P -2.091 2.462 -2.619
S -2.214 1.406 -0.853
C -2.193 4.233 -2.132
C -2.955 4.597 -1.030
C -3.148 5.933 -0.738
C -2.598 6.909 -1.553
C -1.816 6.545 -2.636
C -1.608 5.208 -2.926
C -3.775 2.211 -3.309
C -4.895 2.166 -2.490
C -6.153 2.068 -3.052
C -6.304 2.036 -4.430
C -5.186 2.071 -5.246
C -3.922 2.148 -4.688
H -3.383 3.832 -0.401
H -3.741 6.209 0.122
H -2.783 7.952 -1.339
H -1.380 7.304 -3.268
H -0.988 4.912 -3.762
H -4.782 2.195 -1.416
H -7.019 2.031 -2.407
H -7.296 1.992 -4.857
H -5.297 2.053 -6.321
H -3.035 2.156 -5.308
```

E_HOMO (spin up / spin down)   -7.0 / -7.8 eV
LUMO level (spin up / spin down)   -0.22 / -0.79 eV
Expectation value of S²   2.030
Multiplicity   3
Charge   0
Orbital gap (spin up / spin down)   6.757 / 6.991 eV
ΔE to the lowest compared entry with this formula, charge and spin   6.0 kJ/mol